{"formula": "C46H68O26", "method": "ωB97M-V/def2-TZVPD", "species": ["O", "O", "O", "O", "O", "O", "O", "O", "O", "O", "O", "O", "O", "O", "O", "O", "O", "O", "O", "O", "O", "O", "O", "O", "O", "O", "C", "C", "C", "C", "C", "C", "C", "C", "C", "C", "C", "C", "C", "C", "C", "C", "C", "C", "C", "C", "C", "C", "C", "C", "C", "C", "C", "C", "C", "C", "C", "C", "C", "C", "C", "C", "C", "C", "C", "C", "C", "C", "C", "C", "C", "C", "H", "H", "H", "H", "H", "H", "H", "H", "H", "H", "H", "H", "H", "H", "H", "H", "H", "H", "H", "H", "H", "H", "H", "H", "H", "H", "H", "H", "H", "H", "H", "H", "H", "H", "H", "H", "H", "H", "H", "H", "H", "H", "H", "H", "H", "H", "H", "H", "H", "H", "H", "H", "H", "H", "H", "H", "H", "H", "H", "H", "H", "H", "H", "H", "H", "H", "H", "H"], "coordinates": [[17.2059, -24.3064, -2.8813], [17.4583, -17.2165, -5.5367], [14.1128, -21.7705, -6.7841], [10.9184, -13.1650, -8.2504], [11.0770, -18.0117, -6.3430], [16.4547, -12.2562, -5.2268], [7.6006, -20.4797, -3.1537], [11.9111, -21.0903, -5.2080], [19.6552, -21.9200, -3.7445], [12.5492, -13.1638, 0.5618], [16.7623, -19.2627, -0.5679], [15.7230, -21.6637, -2.5400], [15.3579, -15.8887, -6.6038], [14.0141, -20.0547, -3.5345], [12.1629, -19.3373, 1.0574], [19.3196, -15.7849, -3.7513], [13.6888, -14.8708, -4.0022], [16.7003, -14.5172, -3.3985], [6.1458, -13.7661, -2.0207], [17.9114, -21.9225, -0.7082], [15.0874, -18.9012, -7.3310], [16.6290, -18.3283, -3.0395], [11.4180, -15.1143, -1.7453], [15.7448, -17.3818, 1.1245], [21.8876, -17.9781, -1.0500], [10.7387, -17.6248, -0.0846], [10.3455, -18.6382, -5.5800], [12.0726, -22.4173, -5.7748], [9.2477, -19.4564, -6.1258], [8.3876, -20.1115, -5.3799], [17.4809, -12.3927, -4.2796], [13.2196, -14.1888, 0.5402], [12.4082, -19.2980, -0.3381], [14.8771, -16.5209, -7.7971], [10.2359, -14.7976, -1.7913], [12.6203, -12.6618, -6.7119], [20.0856, -18.6951, -2.4425], [9.4535, -14.2535, -0.5945], [16.8961, -13.1232, -3.0159], [12.1813, -15.3464, -5.7900], [8.4078, -19.9238, -3.8848], [14.3645, -14.5150, -0.4373], [15.9319, -23.9536, -3.3891], [15.2350, -17.8262, -3.0743], [11.5899, -14.9450, -6.8911], [14.9628, -16.4734, 0.9568], [11.9218, -17.9619, -0.8005], [21.3919, -18.8345, -1.6995], [15.1664, -15.5058, -0.2295], [21.9876, -20.2295, -1.6395], [9.4313, -14.7886, -3.0649], [16.5760, -20.3548, 0.3731], [19.4458, -15.9942, -5.1694], [13.7797, -16.2429, 1.8191], [18.9015, -17.3359, -5.5492], [12.8010, -22.2745, -7.0696], [13.1837, -13.0598, -5.5616], [10.4374, -18.5218, -4.1354], [19.5438, -19.7024, -3.0641], [14.3324, -18.7319, -4.0353], [17.8245, -21.1953, 0.5474], [12.9225, -15.2445, 1.5523], [20.1754, -21.0436, -3.1083], [8.1556, -13.8991, -0.6657], [15.1508, -22.9590, -2.5204], [7.3253, -14.0221, -1.9855], [13.0635, -14.4655, -4.9783], [21.4121, -21.2835, -2.2352], [9.4700, -18.9882, -3.3554], [8.1624, -14.4756, -3.1465], [11.6828, -13.5549, -7.4012], [14.1824, -17.7852, -7.5459], [19.0998, -17.6177, -6.5752], [18.5938, -19.6253, -3.5729], [18.3853, -15.5235, -3.6087], [14.9914, -23.3095, -1.4807], [11.9867, -15.1165, 2.1313], [16.6091, -21.7073, -2.1453], [14.1403, -22.9517, -2.9731], [14.1894, -15.8044, -8.2504], [12.6389, -23.1497, -5.2008], [15.7766, -14.5762, -3.5905], [12.2433, -21.5618, -7.7200], [11.7760, -17.8311, -1.8728], [12.6182, -21.0262, -4.5321], [13.4857, -18.0708, -8.3677], [22.9369, -20.4141, -1.0927], [14.8705, -17.8442, -2.0527], [20.5360, -15.9780, -5.3960], [7.6987, -14.6750, -4.1428], [16.8012, -18.6436, -2.1027], [12.7396, -11.7042, -7.1691], [16.0018, -12.6428, -2.6471], [18.3481, -12.9024, -4.6360], [17.7091, -11.3464, -4.0548], [16.2190, -13.1553, -5.5053], [18.6506, -20.6088, 0.8634], [16.0742, -15.6787, -0.7777], [19.0830, -15.0968, -5.6782], [17.5779, -13.1140, -2.1741], [10.0027, -15.1183, -3.9585], [9.0930, -19.5030, -7.1921], [14.0746, -20.8986, -6.3016], [13.7952, -12.4011, -4.9706], [11.9222, -20.1294, -0.8845], [11.2988, -17.9854, -3.7916], [7.5611, -20.7900, -5.6776], [15.1760, -16.8110, -3.4498], [13.5009, -19.3590, -0.5492], [14.8374, -18.7315, -5.0492], [12.6682, -17.1505, -0.5936], [21.7460, -22.3077, -2.1950], [16.0972, -23.6042, -4.3845], [10.9368, -15.6397, -7.4812], [9.5504, -19.0498, -2.2599], [16.1930, -16.3485, -6.3745], [19.1916, -18.0790, -4.8281], [15.6800, -20.9251, 0.0166], [7.6078, -13.3824, 0.1190], [17.0871, -17.4290, -4.6599], [18.7708, -22.3417, -0.9718], [16.3799, -19.8954, 1.3396], [14.5646, -13.7978, -1.1969], [11.0694, -22.8625, -5.9756], [15.7105, -16.6443, -8.5072], [19.6951, -17.6822, -2.5293], [17.6268, -21.9974, 1.2405], [13.7844, -16.9388, 2.6699], [12.8730, -23.1415, -7.6637], [16.7979, -18.4310, -0.0225], [17.1887, -25.1191, -2.3866], [10.7070, -18.1183, 0.7376], [10.0211, -14.0958, 0.3460], [13.6060, -17.6486, -6.6412], [15.2445, -24.8011, -3.4411], [12.4660, -20.2166, 1.2854], [14.7972, -20.5903, -3.3016], [15.9126, -18.6000, -6.8655], [12.1022, -16.3875, -5.4793], [13.4062, -18.1734, -4.2517]], "forces_ev_per_angstrom": [[0.326, 0.518, -0.104], [-0.440, -0.494, 0.106], [-0.025, 0.410, 0.216], [-0.020, 0.246, -0.528], [-0.459, -0.697, 0.676], [-0.314, -0.852, -0.768], [0.916, 0.565, -0.623], [0.626, -1.575, 0.549], [0.056, -0.779, -0.438], [1.268, -1.010, -0.439], [0.386, 0.392, 1.350], [-0.079, -0.364, 0.183], [0.201, -0.488, -0.254], [-0.612, 1.576, -0.719], [0.369, -0.661, 0.000], [-0.684, 0.106, -0.491], [-0.570, 0.836, -0.986], [0.532, 1.170, 0.762], [0.545, -0.124, -0.207], [1.374, 0.027, -0.814], [0.602, 0.626, 0.223], [-1.274, 0.628, 0.466], [-1.498, 0.263, -0.095], [0.092, -0.251, 0.438], [0.745, 1.900, 0.818], [-0.603, 0.461, -1.024], [-0.045, 0.568, -1.536], [-1.399, -0.056, -0.836], [-0.309, -0.233, -1.070], [-1.265, -0.828, 2.032], [-1.626, 0.963, 2.046], [-0.570, -0.177, -0.599], [1.046, -0.136, -1.206], [0.727, 1.717, -0.573], [-0.336, 0.819, 0.545], [0.246, -0.826, 0.776], [1.549, 1.819, 0.662], [0.185, -0.006, 0.377], [1.615, -0.355, -1.191], [0.826, -0.876, 1.434], [-0.229, 0.130, -0.149], [-2.136, 2.339, 0.943], [-0.661, -0.558, 1.377], [0.132, -2.211, -0.759], [-1.202, -0.527, -1.451], [-0.162, 1.608, -1.556], [0.256, 1.828, 0.778], [-1.019, -2.582, -0.580], [1.030, -2.595, 1.988], [0.553, -0.994, -0.218], [2.491, -0.881, -0.025], [-0.334, 0.780, -0.166], [2.177, 0.468, 0.825], [0.522, -0.064, 0.199], [-1.972, 1.109, -0.461], [0.283, 2.762, 0.104], [0.250, -0.245, 0.513], [-0.208, 0.216, 0.210], [-0.407, -1.362, -0.556], [1.320, 0.507, 0.164], [-1.754, -1.675, -1.778], [-0.168, -0.555, 0.846], [0.324, 0.200, 1.396], [-0.147, 0.097, -1.567], [0.062, -0.371, -0.551], [1.442, -0.189, 1.264], [0.122, 0.258, -0.805], [-1.126, 1.199, -0.862], [0.016, -1.684, 1.022], [-1.942, -0.303, -1.318], [-0.411, -0.532, 0.497], [-0.060, -1.725, 0.198], [0.581, -0.135, -0.105], [-0.085, -0.033, -0.128], [0.434, -0.084, 0.066], [0.407, -0.043, -0.372], [0.783, 0.067, -0.338], [0.076, 0.000, 0.106], [0.365, 0.589, 0.143], [-0.098, -0.017, -0.044], [0.001, 0.363, 0.742], [-1.251, -0.555, -0.410], [0.245, -0.099, 0.391], [-0.311, -0.567, 0.096], [-0.282, 0.593, -0.184], [0.638, 0.116, 0.503], [-0.806, 0.636, -0.169], [-0.332, -0.022, 0.161], [-0.429, -0.135, 0.321], [-0.037, 0.628, 1.016], [-0.282, 0.068, -1.275], [0.193, 0.613, 0.091], [-0.586, 0.022, -0.334], [0.653, -0.485, -0.324], [0.432, -0.238, 0.337], [-0.065, 0.201, -0.203], [1.032, 0.504, -0.195], [0.134, -0.089, -0.477], [-0.606, -0.504, -0.392], [0.471, -0.045, 0.030], [-0.502, 0.168, 0.617], [0.571, 0.114, -0.298], [-0.261, -1.206, -0.993], [0.286, 0.292, 0.016], [-0.010, 0.277, 0.372], [0.229, 0.181, 0.357], [0.722, 0.703, -0.314], [0.272, 0.202, -0.137], [-0.549, -0.135, 0.072], [-0.286, -0.484, 1.160], [-0.235, -0.752, 0.100], [0.289, -0.078, 0.046], [-0.104, 0.618, -0.624], [0.737, 0.708, 0.593], [-0.103, 0.676, -0.416], [-0.188, 0.387, 0.261], [0.377, -0.226, -0.057], [0.962, 0.188, 0.392], [0.222, -0.342, 0.149], [0.516, -0.173, 0.003], [-1.029, 0.748, 0.845], [-0.395, -0.086, 0.170], [-0.125, 0.483, -0.602], [0.449, 0.413, 0.335], [-0.182, -0.101, 0.067], [-0.089, -0.118, 0.305], [-0.072, 0.124, 0.973], [-0.732, 0.315, -0.410], [0.421, -1.404, -0.293], [-0.213, -0.968, -0.636], [-0.281, -0.329, 0.233], [0.269, -0.195, 0.100], [-0.337, -0.193, -0.781], [-0.479, -0.032, 0.197], [0.238, -0.451, -0.190], [-0.097, -0.150, 0.697], [0.401, 0.419, 0.043], [-1.123, -0.154, -0.595], [-0.035, 0.347, 0.030], [0.048, -0.402, 0.485]], "e_homo_ev": -9.572, "largest_force_ha_per_bohr": 0.067, "multiplicity": 1, "e_lumo_ha": -0.0610, "orbital_gap_ha": 0.2907}